(1)
Molecular formula: CN2O2S
Method: DFT, the ωB97M-V functional and the def2-TZVPD basis

Results
Total charge: 0
2S+1: 1
E_HOMO (spin up / spin down) in eV: -10.0 / -10.0
Kohn-Sham gap (spin up / spin down) in Eh: 0.2877 / 0.2877
Lowest unoccupied orbital energy (spin up / spin down) in eV: -2.2 / -2.2
ΔE to the lowest compared entry with this formula, charge and spin in eV: 7.3380
Structure (SMILES): N#CO[N+]([O-])=S

The geometry in XYZ format:
```
6
CN2O2S (the ωB97M-V functional and the def2-TZVPD basis)
C -1.28 0.73 -0.14
N -2.49 0.29 0.12
N 1.10 -0.39 0.14
O 1.90 0.51 0.15
O -0.06 0.65 -0.31
S 0.84 -1.80 0.04
```

The Mulliken scheme yields these atomic charges, measured in e:
1 C 0.504
2 N -0.427
3 N 0.659
4 O -0.386
5 O -0.439
6 S 0.089

---

(2)
Molecular formula: C9H16IrN6Se4Te
Method: DFT, the ωB97M-V functional and the def2-TZVPD basis

Results
Total charge: +2
2S+1: 2
E_HOMO (spin up / spin down) in eV: -13.8 / -13.8
Kohn-Sham gap (spin up / spin down) in Eh: 0.2479 / 0.2012
Lowest unoccupied orbital energy (spin up / spin down) in eV: -7.0 / -8.3
ΔE to the lowest compared entry with this formula, charge and spin in eV: 0.9425

The geometry in XYZ format:
```
37
C9H16IrN6Se4Te (the ωB97M-V functional and the def2-TZVPD basis)
Ir 0.06 0.33 0.54
N 2.13 -0.30 0.13
C 2.41 -1.51 0.93
C 1.95 -1.21 2.34
N 0.55 -0.67 2.36
C -0.47 -1.74 2.60
C -0.73 -2.48 1.30
N -1.10 -1.45 0.29
H 2.43 -0.40 -0.83
H 2.70 0.44 0.53
H 3.48 -1.75 0.93
H 1.89 -2.35 0.48
H 2.60 -0.46 2.79
H 2.00 -2.10 2.96
H 0.47 0.02 3.11
H -1.38 -1.25 2.95
H -0.13 -2.41 3.38
H -1.53 -3.22 1.43
H 0.15 -3.01 0.95
H -2.06 -1.15 0.49
H -1.14 -1.82 -0.65
Se -1.90 1.09 1.85
Se -2.21 3.39 1.86
Te 0.08 4.25 1.95
Se 1.26 2.50 0.71
Se -4.09 1.41 -2.17
N -3.15 1.81 -3.59
C -1.88 1.62 -3.28
C -0.80 1.80 -4.18
C 0.44 1.54 -3.70
C 0.62 1.14 -2.35
N -0.33 0.95 -1.46
C -1.63 1.19 -1.93
N -2.69 1.00 -1.18
H -0.98 2.13 -5.19
H 1.33 1.66 -4.31
H 1.64 1.01 -2.03
```

Atomic partial charges in e from the Mulliken method, atoms 1 to 8:
1 Ir 1.023
2 N -0.712
3 C -0.757
4 C -0.530
5 N -0.354
6 C -0.635
7 C -0.541
8 N -0.654